Arrangement 1

Density functional theory data (ωB97M-V/def2-TZVPD) for a single C4H9N molecule.

Structure (ORCA input):
```
! RIJCOSX wB97M-V def2-TZVPD def2/J DEFGRID3
* xyz 0 1
C -0.5546 -1.6916 0.5630
C -0.2411 -0.5665 -0.4455
C 0.3095 0.8089 -0.0609
C 1.2161 0.9524 0.8971
N -0.2454 1.8493 -0.8862
H 0.0933 -2.5599 0.4576
H -0.5602 -1.1938 1.5262
H -1.5059 -2.2525 0.2989
H 0.5511 -0.9083 -1.1191
H -1.0770 -0.4097 -1.1134
H 1.3648 0.1026 1.5387
H 1.7757 1.8866 0.9635
H -1.1932 2.1535 -0.7689
H 0.0669 1.8290 -1.8510
*
```

## Properties
Structure (SMILES): C=C(N)CC
HOMO-LUMO gap: 10.1641 eV

=====

Arrangement 2

Density functional theory data (ωB97M-V/def2-TZVPD) for a single C4H9N molecule.

Structure (ORCA input):
```
! RIJCOSX wB97M-V def2-TZVPD def2/J DEFGRID3
* xyz 0 1
C 0.9415 -0.6341 -0.1333
C -0.3651 -0.1769 0.5108
C -1.1524 0.9004 -0.1560
C -1.6970 -0.4795 -0.1303
H 2.8971 0.1115 -0.3662
H 1.7677 1.2982 -0.1964
H 0.6830 -0.7791 -1.2416
H 1.1508 -1.6402 0.2204
H -0.3257 -0.0664 1.5688
H -1.6723 1.5912 0.4788
H -0.8143 1.2869 -1.1268
H -2.5851 -0.7002 0.5185
H -1.6221 -1.0188 -1.1019
N 2.0227 0.3224 0.1000
*
```

## Properties
Structure (SMILES): NCC1CC1
HOMO-LUMO gap: 10.3952 eV

=====

Arrangement 3

Density functional theory data (ωB97M-V/def2-TZVPD) for a single C4H9N molecule.

Structure (ORCA input):
```
! RIJCOSX wB97M-V def2-TZVPD def2/J DEFGRID3
* xyz 0 1
C -1.4242 0.3623 -0.6408
C -0.5974 0.4671 0.6194
C 0.0228 -0.7436 1.2176
N 0.8484 0.3055 0.6495
C 1.5964 0.0209 -0.5645
H -2.4652 0.1492 -0.3762
H -1.4088 1.3002 -1.2074
H -1.0863 -0.4384 -1.3043
H -0.9468 1.2460 1.3005
H -0.0980 -1.6720 0.6483
H 0.0978 -0.8664 2.2977
H 2.5944 -0.3413 -0.2869
H 1.1418 -0.7416 -1.2223
H 1.7251 0.9520 -1.1305
*
```

## Properties
Structure (SMILES): C[C@H]1CN1C
HOMO-LUMO gap: 10.0266 eV

=====

Least stable = arrangement 1

=====

Arrangement 1

Density functional theory data (ωB97M-V/def2-TZVPD) for a single C4H9N molecule.

Structure (ORCA input):
```
! RIJCOSX wB97M-V def2-TZVPD def2/J DEFGRID3
* xyz 0 1
C 1.2323 0.2894 1.5004
C 0.0770 0.3395 0.5309
C 0.2912 0.7953 -0.8645
N 0.0431 -0.6065 -0.5725
C -1.2753 -1.0666 -0.9737
H 1.5004 1.3084 1.8036
H 0.9906 -0.2835 2.4016
H 2.1039 -0.1719 1.0253
H -0.8917 0.5911 0.9699
H 1.2999 1.0361 -1.1965
H -0.5053 1.3603 -1.3502
H -2.0737 -0.3394 -0.7422
H -1.2810 -1.2394 -2.0543
H -1.5113 -2.0127 -0.4777
*
```

## Properties
Structure (SMILES): C[C@H]1CN1C
HOMO-LUMO gap: 10.3673 eV

=====

Arrangement 2

Density functional theory data (ωB97M-V/def2-TZVPD) for a single C4H9N molecule.

Structure (ORCA input):
```
! RIJCOSX wB97M-V def2-TZVPD def2/J DEFGRID3
* xyz 0 1
C 1.1577 0.4326 -0.3751
C -0.1286 0.5937 0.4051
C -1.1244 -0.4986 0.1852
C -2.4005 -0.2643 -0.1681
H 2.6494 -0.9906 -0.5717
H 2.4007 -0.5062 0.9501
H 1.7477 1.3520 -0.3132
H 0.9291 0.3259 -1.4530
H -0.6013 1.5356 0.1488
H 0.1074 0.6769 1.4706
H -0.7635 -1.5414 0.2386
H -2.7954 0.7350 -0.2643
H -3.0866 -1.0940 -0.3414
N 1.9084 -0.7567 0.0882
*
```

## Properties
Structure (SMILES): C=CCCN
HOMO-LUMO gap: 10.4716 eV

=====

Arrangement 3

Density functional theory data (ωB97M-V/def2-TZVPD) for a single C4H9N molecule.

Structure (ORCA input):
```
! RIJCOSX wB97M-V def2-TZVPD def2/J DEFGRID3
* xyz 0 1
C -1.8423 0.5276 -0.3893
C -0.5144 0.2841 0.2785
C -0.0376 -1.0664 0.6616
N 0.5270 -0.3790 -0.4858
C 1.8880 0.1217 -0.3464
H -2.6365 0.6630 0.3536
H -1.8045 1.4251 -1.0156
H -2.1054 -0.3198 -1.0279
H -0.1754 1.0903 0.9348
H -0.6352 -1.9458 0.4272
H 0.5667 -1.1530 1.5658
H 1.9564 0.9940 0.3214
H 2.5447 -0.6597 0.0505
H 2.2686 0.4179 -1.3285
*
```

## Properties
Structure (SMILES): C[C@H]1CN1C
HOMO-LUMO gap: 10.2835 eV

=====

Least stable = arrangement 3

=====

Arrangement 1

Density functional theory data (ωB97M-V/def2-TZVPD) for 2 unconnected molecules or ions with the total composition C4H9N.

Structure (ORCA input):
```
! RIJCOSX wB97M-V def2-TZVPD def2/J DEFGRID3
* xyz 0 1
C -0.4556 4.0126 -4.3760
C -0.6996 3.4382 -3.2089
H 0.3601 3.7104 -5.0204
H -1.0956 4.8087 -4.7318
H 0.0180 2.8801 -2.6268
H -1.6168 3.6450 -2.6738
C 1.3608 -2.8854 2.3828
C -0.7924 -2.7135 3.2962
N -0.0835 -2.9536 2.2939
H 1.6435 -2.2681 1.5300
H 1.8260 -2.6001 3.3341
H 1.7060 -3.8969 2.2109
H -1.8295 -2.9988 3.4381
H -0.3415 -2.1785 4.1517
*
```

## Properties
Structure (SMILES): C=NC.C=C
HOMO-LUMO gap: 10.6964 eV

=====

Arrangement 2

Density functional theory data (ωB97M-V/def2-TZVPD) for a single C4H9N molecule.

Structure (ORCA input):
```
! RIJCOSX wB97M-V def2-TZVPD def2/J DEFGRID3
* xyz 0 1
C -1.1113 1.2393 0.0450
C -0.3862 -0.0238 -0.3158
C 0.9007 -0.0902 0.3801
C 2.1433 -0.0258 -0.1367
H -1.4449 1.0529 1.0746
H -0.4572 2.0632 -0.0493
H -1.9309 1.3052 -0.6825
H -0.1104 -0.1092 -1.3792
H -0.8903 -2.0132 -0.2574
H -1.4131 -1.1724 0.9841
H 0.8207 -0.0473 1.4827
H 2.9686 0.0269 0.5698
H 2.2884 0.1350 -1.2449
N -1.3014 -1.1197 -0.0476
*
```

## Properties
Structure (SMILES): C=C[C@H](C)N
HOMO-LUMO gap: 10.6252 eV

=====

Least stable = arrangement 1

=====

Arrangement 1

Density functional theory data (ωB97M-V/def2-TZVPD) for 2 unconnected molecules or ions with the total composition C4H9N.

Structure (ORCA input):
```
! RIJCOSX wB97M-V def2-TZVPD def2/J DEFGRID3
* xyz 0 1
C 0.3632 -0.4074 1.6675
C -0.8004 -0.2101 0.7202
C -0.9401 1.0248 -0.0829
N -0.5070 -0.0657 -0.7033
C -0.0182 -0.7306 -1.6999
H 0.1266 0.0176 2.6485
H 0.5897 -1.4712 1.8036
H 1.2504 0.1029 1.2803
H -1.6566 -0.8709 0.9058
H 1.2292 1.6453 -0.7690
H -1.7432 1.6876 -0.3718
H -0.0094 -0.2792 -2.6846
H 1.7242 1.2725 -1.1959
H 0.3916 -1.7156 -1.5184
*
```

## Properties
HOMO-LUMO gap: 8.5251 eV

=====

Arrangement 2

Density functional theory data (ωB97M-V/def2-TZVPD) for a single C4H9N molecule.

Structure (ORCA input):
```
! RIJCOSX wB97M-V def2-TZVPD def2/J DEFGRID3
* xyz 0 1
C -0.6343 -1.3721 -0.1837
C -0.0392 -0.0495 -0.0657
C 0.1080 0.5266 1.4137
C 0.0585 0.8164 -1.2439
H -0.5819 -1.8934 -1.1166
H -0.2985 -2.0891 0.5757
H -1.7060 -1.2135 0.0407
H 1.1053 0.0266 1.8739
H 0.1561 1.7843 1.2642
H -0.8375 0.2366 2.1838
H -0.3072 0.4571 -2.2434
H -0.1605 1.8775 -1.2900
H 1.8810 0.7798 -0.3533
N 1.2561 0.1127 -0.8554
*
```

## Properties
Structure (SMILES): CC1(C)CN1
HOMO-LUMO gap: 10.4126 eV

=====

Least stable = arrangement 1